(1)
This record from the OMol25 dataset describes an isolated ion of composition C6H15N2 and charge +1 at a distorted geometry. The level of theory is ωB97M-V/def2-TZVPD.

Results
SMILES = C=CC[C@@H]([NH3+])CNC
Calculated total energy = -9435.7818 eV
Orbital gap = 9.76 eV
Total charge = +1
Relative energy (zero: lowest compared OMol25 entry of this formula, charge and spin) = 404.3 kJ/mol

Structure (XYZ):
```
23
Properties=species:S:1:pos:R:3:forces:R:3:nbo_charge:R:1
C 0.309 1.561 2.483 -0.05 0.69 -1.17 -0.40
C 1.313 1.667 1.618 -0.79 -1.16 -0.91 -0.16
C 1.288 1.008 0.199 1.68 4.06 0.94 -0.47
C -0.077 0.618 -0.273 -0.31 -0.78 1.46 -0.08
N 0.007 0.667 -1.793 -3.44 -2.60 -1.02 -0.76
C -0.302 -0.910 0.376 2.73 -1.77 -2.17 -0.22
N -0.402 -1.868 -0.771 2.33 0.44 0.50 -0.71
C -1.722 -2.292 -1.114 -2.04 -0.62 -3.85 -0.43
H 0.323 2.115 3.351 0.78 1.09 2.07 0.21
H -0.724 1.278 2.395 -0.10 -1.10 -0.92 0.19
H 2.192 2.265 1.877 -0.17 -0.49 -0.07 0.23
H 1.923 1.785 -0.435 -1.74 -1.27 0.66 0.22
H 1.914 0.159 0.177 0.79 -1.10 0.13 0.23
H -0.967 1.197 0.102 1.29 -0.06 -0.65 0.24
H 0.700 1.361 -2.153 -0.69 -0.94 0.35 0.46
H 0.159 -0.443 -2.033 0.03 2.07 0.56 0.48
H -1.009 0.822 -2.250 2.99 -0.06 1.22 0.46
H 0.566 -1.437 0.994 -1.31 2.35 -0.99 0.24
H -1.147 -0.948 1.016 -0.99 0.14 0.27 0.22
H 0.480 -2.507 -0.905 -3.04 1.32 0.56 0.42
H -1.893 -3.398 -1.078 0.28 0.95 -0.03 0.23
H -2.568 -1.823 -0.598 0.77 0.01 0.73 0.22
H -2.043 -1.931 -2.249 0.99 -1.16 2.31 0.17
```
Forces are in eV/Å.


(2)
This record from the OMol25 dataset describes C32H27F2N4O3Zr as an isolated structure at a distorted geometry. The level of theory is ωB97M-V/def2-TZVPD.

Results
Calculated total energy = -52432.9076 eV
Orbital gap = 6.39 eV
Total charge = +1
Relative energy (zero: lowest compared OMol25 entry of this formula, charge and spin) = 237.8 kJ/mol

Structure (XYZ):
```
69
Properties=species:S:1:pos:R:3:forces:R:3:nbo_charge:R:1
Zr -1.912 1.839 -0.260 1.34 2.20 -1.91 2.41
C 6.899 -7.787 3.024 0.06 0.00 0.33 -0.26
O 6.512 -7.648 1.672 -0.05 -0.04 -0.31 -0.47
C 5.575 -6.756 1.329 -0.32 0.34 -0.36 0.36
C 4.934 -5.875 2.213 0.30 -0.32 0.20 -0.27
C 3.983 -4.998 1.754 -0.19 0.23 -0.49 -0.15
C 3.653 -4.945 0.388 1.11 -0.70 0.93 -0.01
C 4.311 -5.819 -0.500 -0.30 0.33 0.30 -0.12
C 5.242 -6.709 -0.036 0.27 -0.21 0.31 -0.27
N 2.764 -4.073 -0.166 -2.38 1.69 -0.93 -0.11
N 2.126 -3.278 0.584 2.55 -1.79 1.31 -0.25
C 1.124 -2.494 0.131 -1.72 0.54 -1.38 0.13
C 0.196 -2.899 -0.835 1.09 0.03 0.62 -0.20
C -0.900 -2.120 -1.167 -0.49 1.12 0.12 -0.20
C -1.103 -0.876 -0.581 0.75 -1.27 -0.15 0.26
O -2.156 -0.087 -0.912 0.87 -0.53 -1.21 -0.83
C -0.196 -0.435 0.425 0.22 -0.66 -0.24 0.12
N -0.424 0.784 1.002 0.55 -0.33 0.66 -0.60
C 0.348 1.169 2.008 -0.26 0.16 0.00 0.11
C 1.417 0.409 2.477 0.13 -0.42 -0.23 -0.27
C 1.714 -0.787 1.857 -0.08 0.42 0.32 -0.08
C 0.902 -1.253 0.814 -0.38 -0.04 -0.52 -0.01
H 7.626 -8.598 3.039 -0.07 0.10 0.02 0.21
H 6.049 -8.053 3.657 0.00 0.00 -0.04 0.18
H 7.365 -6.874 3.404 -0.02 -0.03 -0.06 0.18
H 5.195 -5.873 3.259 0.00 -0.03 0.11 0.22
H 3.498 -4.311 2.432 -0.03 -0.02 0.05 0.23
H 4.061 -5.776 -1.548 -0.03 0.03 -0.11 0.23
H 5.752 -7.385 -0.704 0.04 -0.08 -0.09 0.24
H 0.350 -3.852 -1.316 0.00 -0.13 -0.01 0.24
H -1.605 -2.454 -1.914 -0.07 -0.03 -0.02 0.24
H 0.096 2.117 2.473 0.06 -0.09 -0.09 0.23
H 2.001 0.766 3.309 0.05 0.06 0.05 0.24
H 2.551 -1.388 2.177 0.04 -0.06 0.02 0.25
F -0.240 6.093 3.012 -0.19 -0.02 -0.10 -0.30
C -1.227 5.546 2.287 -0.05 -0.22 -0.04 0.43
C -0.957 4.416 1.529 0.11 -0.11 -0.10 -0.27
C -1.954 3.799 0.770 -0.47 1.29 1.00 -0.53
C -3.228 4.429 0.741 0.17 0.07 0.14 -0.18
C -3.474 5.542 1.555 0.20 -0.29 -0.10 0.45
F -4.701 6.094 1.626 0.15 -0.05 -0.05 -0.31
C -2.494 6.098 2.351 0.08 0.02 -0.05 -0.34
C -4.216 3.889 -0.208 -0.41 0.42 0.03 0.26
C -5.329 4.606 -0.664 0.10 -0.20 -0.01 -0.23
C -6.180 4.035 -1.589 0.21 -0.24 0.05 -0.10
C -5.943 2.735 -2.022 0.25 -0.11 0.18 -0.24
C -4.830 2.080 -1.529 -0.50 -0.31 -0.40 0.08
N -3.963 2.647 -0.684 -0.41 0.58 0.04 -0.64
H 0.065 4.044 1.515 -0.11 0.08 0.10 0.22
H -2.720 6.939 2.985 0.03 0.11 0.05 0.26
H -5.526 5.603 -0.312 0.10 0.02 0.07 0.26
H -7.027 4.589 -1.961 -0.09 0.06 -0.04 0.24
H -6.602 2.247 -2.720 -0.02 -0.11 -0.03 0.24
H -4.627 1.044 -1.802 0.01 0.22 -0.08 0.23
C 0.508 2.466 -3.922 -0.14 -0.27 0.28 -0.60
C -0.428 1.852 -2.871 0.01 0.01 -0.41 -0.21
C -1.901 2.004 -3.316 0.41 -0.08 0.14 -0.63
C -0.222 2.501 -1.494 0.69 -0.04 -0.07 -1.05
H 0.419 1.945 -4.873 -0.02 -0.02 -0.15 0.21
H 1.541 2.395 -3.591 0.11 0.02 0.01 0.22
H 0.275 3.518 -4.078 -0.05 0.12 -0.01 0.21
H -0.200 0.774 -2.804 -0.08 0.25 -0.04 0.20
H -2.287 2.999 -3.049 0.01 -0.08 -0.10 0.21
H -2.524 1.216 -2.871 -0.07 0.18 -0.17 0.21
H -1.974 1.903 -4.397 -0.21 -0.06 -0.03 0.25
H -0.213 3.597 -1.642 -0.09 -0.20 0.16 0.25
H 0.782 2.228 -1.124 -0.27 0.19 0.00 0.24
O -3.147 0.667 1.188 -0.76 -0.82 0.45 -0.63
C -3.404 -0.223 0.470 -1.75 -0.89 2.08 0.62
```
Forces are in eV/Å.


(3)
This record from the OMol25 dataset describes C13H27Cl25HgO as an isolated structure at a distorted geometry. The level of theory is ωB97M-V/def2-TZVPD.

Results
Calculated total energy = -333200.5755 eV
Orbital gap = 8.22 eV
Relative energy (zero: lowest compared OMol25 entry of this formula, charge and spin) = 0.0 kJ/mol

Structure (XYZ):
```
67
Properties=species:S:1:pos:R:3:forces:R:3:nbo_charge:R:1
Hg -2.541 0.289 -2.081 0.26 -0.63 0.49 1.30
C 0.094 -0.330 -0.165 -1.30 -0.60 -0.53 -0.26
O -0.355 0.151 -1.408 -0.89 0.69 -0.95 -0.93
H -0.267 -1.357 -0.104 -0.25 -0.22 0.90 0.16
H 1.173 -0.453 -0.067 0.55 0.46 -0.62 0.15
H -0.219 0.304 0.665 -0.24 -0.09 0.33 0.15
Cl -4.927 0.308 -3.066 1.86 -0.06 0.69 -0.66
C -3.820 -3.846 -1.096 -0.45 0.17 0.27 -0.39
Cl -2.645 -2.649 -1.704 0.26 -0.83 -0.03 -0.05
Cl -5.399 -3.069 -0.938 -0.12 -0.10 0.16 -0.02
H -3.963 -4.689 -1.773 0.44 0.32 -0.13 0.23
H -3.479 -4.188 -0.119 -0.08 0.23 -0.23 0.24
C 2.752 1.164 -2.329 -0.99 -0.28 0.41 -0.42
Cl 4.294 0.447 -1.848 -0.19 -0.20 -0.01 -0.03
Cl 2.980 2.541 -3.378 0.05 0.54 -0.27 -0.03
H 2.085 0.481 -2.854 0.55 -0.29 0.00 0.24
H 2.183 1.454 -1.446 0.37 0.24 0.02 0.23
C 3.176 -2.233 2.627 -0.62 1.22 0.53 -0.40
Cl 2.394 -3.526 3.618 0.85 0.43 -0.57 -0.04
Cl 4.825 -2.439 2.003 -0.66 -0.48 0.20 -0.01
H 2.485 -1.921 1.844 0.20 -0.77 -0.34 0.23
H 3.196 -1.345 3.260 0.28 -0.38 0.31 0.22
C 4.983 2.734 3.119 0.32 0.38 0.21 -0.38
Cl 3.787 1.464 2.861 -0.03 0.03 -0.15 -0.03
Cl 4.221 4.270 3.674 0.30 -0.63 -0.15 -0.04
H 5.684 2.365 3.868 -0.28 0.27 0.08 0.23
H 5.540 2.952 2.207 -0.40 -0.11 -0.01 0.23
C -4.537 3.727 -0.251 -1.12 0.87 0.55 -0.40
Cl -4.847 3.216 1.450 -0.04 0.45 -0.67 -0.04
Cl -3.383 2.712 -1.015 0.71 0.15 -0.06 -0.01
H -5.459 3.739 -0.833 -0.06 -0.54 0.32 0.23
H -4.199 4.763 -0.275 0.39 -0.23 0.37 0.23
C -0.123 -4.738 1.767 -0.12 0.14 -0.29 -0.38
Cl 1.054 -4.240 0.556 0.28 0.14 -0.09 -0.03
Cl -1.488 -5.535 0.903 0.39 0.06 0.73 -0.05
H 0.378 -5.407 2.467 -0.37 -0.12 -0.25 0.23
H -0.477 -3.840 2.274 -0.15 -0.25 -0.13 0.23
C 0.830 1.174 5.114 -0.31 0.02 0.66 -0.38
Cl 0.606 -0.299 4.108 0.18 0.82 0.23 -0.04
Cl 1.888 0.844 6.538 -0.41 0.20 -0.78 -0.03
H 1.188 2.045 4.565 0.51 -0.63 -0.20 0.23
H -0.146 1.483 5.488 0.08 -0.44 0.10 0.22
C -3.606 -0.816 2.420 0.71 0.30 0.32 -0.39
Cl -3.102 -2.530 2.300 -0.23 0.47 0.25 -0.04
Cl -3.782 -0.100 0.825 -0.46 -0.04 -0.01 -0.01
H -4.498 -0.693 3.035 -0.16 -0.40 -0.50 0.23
H -2.826 -0.225 2.899 0.18 -0.46 0.01 0.22
C -0.943 4.175 -3.619 0.16 0.81 -0.13 -0.40
Cl -2.313 5.137 -3.052 -0.09 0.34 -0.09 -0.03
Cl -1.311 2.475 -3.658 0.27 -0.51 -0.24 -0.01
H -0.729 4.467 -4.647 0.03 0.04 0.25 0.23
H -0.106 4.398 -2.957 -0.07 -0.31 -0.14 0.23
C 0.706 3.438 1.776 0.55 -0.40 -0.87 -0.40
Cl -0.662 3.091 2.790 -0.49 0.17 0.59 -0.01
Cl 0.140 3.510 0.067 0.47 0.08 0.42 -0.04
H 1.235 4.350 2.053 -0.47 0.05 -0.08 0.23
H 1.403 2.605 1.870 -0.13 0.08 -0.20 0.23
C 2.329 -3.183 -2.623 -0.61 0.20 0.72 -0.41
Cl 3.278 -3.151 -4.045 0.96 0.14 -1.28 0.01
Cl 0.847 -4.153 -2.923 0.32 0.27 0.39 -0.04
H 2.956 -3.584 -1.826 -0.50 -0.27 0.03 0.23
H 2.047 -2.157 -2.385 -0.25 -0.21 0.06 0.23
C -0.111 -1.224 -5.377 0.50 -1.01 -0.42 -0.42
Cl -1.546 -0.802 -4.473 -0.51 -0.35 -0.32 -0.02
Cl 1.125 -0.018 -5.241 0.52 0.74 -0.25 0.00
H 0.356 -2.143 -5.020 -0.50 -0.01 0.28 0.24
H -0.408 -1.390 -6.412 0.05 0.36 0.11 0.23
```
Forces are in eV/Å.


(4)
This record from the OMol25 dataset describes C27H28N6O13PtS4 as an isolated structure. The level of theory is ωB97M-V/def2-TZVPD.

Results
⟨S²⟩ = 2.00
Calculated total energy = -110598.8324 eV
Orbital gap (spin up / spin down) = 6.27 / 7.47 eV
Total charge = -2
Relative energy (zero: lowest compared OMol25 entry of this formula, charge and spin) = 0.0 kJ/mol
Spin multiplicity = 3

Structure (XYZ):
```
79
Properties=species:S:1:pos:R:3:forces:R:3:lowdin_spin:R:1
Pt 0.137 -0.992 1.113 0.10 -0.26 -0.13 1.49
C 0.700 -4.703 -6.200 0.02 -0.02 -0.01 0.00
C 0.026 -4.078 -5.009 0.01 0.02 0.01 0.00
C 0.279 -2.755 -4.660 -0.01 -0.01 0.00 0.00
C -0.355 -2.172 -3.574 -0.01 -0.05 -0.01 0.00
C -1.247 -2.912 -2.814 -0.02 0.04 -0.03 0.00
C -1.523 -4.227 -3.158 0.03 0.01 0.00 0.00
C -0.885 -4.802 -4.247 -0.02 -0.01 0.02 0.00
S -2.001 -2.169 -1.376 0.11 0.02 -0.04 0.01
O -2.011 -0.756 -1.647 -0.03 -0.03 -0.02 0.00
O -3.264 -2.850 -1.198 0.01 0.00 -0.03 0.01
N -0.957 -2.460 -0.207 -0.24 -0.08 0.00 0.05
C -1.117 -3.466 0.719 0.08 0.13 -0.17 0.01
C -1.887 -4.634 0.630 -0.06 -0.12 0.02 0.00
C -1.920 -5.478 1.719 0.06 0.03 0.06 0.00
C -1.195 -5.178 2.871 -0.03 -0.02 -0.07 0.00
C -0.442 -4.020 2.863 0.11 -0.07 0.05 0.00
N -0.392 -3.208 1.818 -0.06 0.28 0.13 0.06
H 1.617 -4.172 -6.454 0.02 0.01 -0.01 0.00
H 0.051 -4.681 -7.079 -0.02 0.00 -0.01 0.00
H 0.955 -5.746 -6.007 0.00 -0.02 0.00 0.00
H 0.982 -2.172 -5.242 0.02 0.01 -0.01 0.00
H -0.174 -1.139 -3.315 0.02 0.08 0.03 0.00
H -2.242 -4.787 -2.577 -0.02 -0.02 0.01 0.00
H -1.097 -5.833 -4.508 -0.01 -0.01 0.00 0.00
H -2.476 -4.834 -0.251 0.01 0.02 0.03 0.00
H -2.527 -6.375 1.674 -0.01 -0.01 0.01 0.00
H -1.223 -5.811 3.747 0.00 -0.01 0.00 0.00
H 0.151 -3.719 3.719 -0.02 0.02 0.01 0.00
O 2.878 1.317 1.302 -0.04 -0.04 0.07 0.00
S 2.610 0.062 2.039 -0.20 -0.07 -0.20 0.01
O 3.625 -0.199 3.037 0.05 -0.03 0.08 0.02
O 1.220 0.163 2.654 0.12 0.06 0.03 0.08
O 2.461 -1.072 1.054 0.00 -0.02 0.00 0.11
C 6.537 3.206 1.244 0.00 0.01 0.01 0.00
C 5.040 3.335 1.487 0.03 0.04 0.09 0.00
S 4.263 4.133 0.110 -0.03 -0.20 -0.03 0.00
O 4.717 5.510 0.044 -0.01 0.06 -0.02 0.00
O 4.431 3.307 -1.061 -0.05 0.04 -0.13 0.00
C 2.530 4.151 0.564 -0.05 0.23 0.00 0.00
C 1.585 4.056 -0.639 0.06 0.06 0.05 0.00
N 1.196 2.681 -0.919 -0.22 -0.07 -0.01 0.00
C 0.479 1.922 -0.054 0.08 0.08 -0.01 0.01
N 0.531 0.647 -0.385 -0.03 -0.05 0.23 0.07
C 1.343 0.541 -1.464 -0.09 0.07 -0.01 0.01
C 1.743 1.792 -1.827 0.12 -0.04 0.06 0.00
N 2.357 2.163 -3.053 -0.02 -0.17 0.02 0.00
O 2.213 3.311 -3.454 0.08 0.03 0.03 0.00
O 2.939 1.287 -3.672 -0.04 0.13 0.05 0.00
C -0.235 2.427 1.143 0.00 0.03 -0.03 0.00
H 7.026 2.905 2.170 -0.01 -0.03 -0.01 0.00
H 6.974 4.149 0.913 0.01 0.02 0.02 0.00
H 6.733 2.445 0.492 0.00 0.00 -0.04 0.00
H 4.814 3.955 2.356 0.02 0.06 0.01 0.00
H 4.532 2.373 1.597 0.02 0.01 -0.02 0.00
H 2.387 5.098 1.086 -0.02 -0.03 0.02 0.00
H 2.373 3.311 1.242 0.06 -0.04 0.00 0.00
H 2.013 4.480 -1.543 0.01 -0.03 0.04 0.00
H 0.673 4.606 -0.408 0.04 0.02 -0.03 0.00
H 1.577 -0.397 -1.931 0.00 -0.08 -0.03 0.00
H -0.612 3.439 1.001 0.00 0.04 -0.01 0.00
H 0.428 2.384 2.009 0.00 -0.03 0.01 0.00
H -1.069 1.757 1.346 0.03 0.02 -0.02 0.00
O -3.052 1.904 5.448 0.03 0.01 0.03 0.00
S -3.718 0.897 4.659 -0.07 0.01 0.03 0.00
O -4.777 0.168 5.321 0.02 0.00 0.02 0.00
N -2.683 -0.091 3.922 0.03 -0.03 0.00 0.01
C -2.755 0.013 2.599 -0.14 0.05 -0.15 0.01
O -2.136 -0.635 1.738 0.17 0.02 0.05 0.04
C -3.752 1.051 2.127 0.02 -0.04 0.01 0.00
C -4.047 1.404 0.822 0.01 0.01 0.01 0.00
C -5.002 2.395 0.624 0.00 -0.01 0.03 0.00
C -5.638 3.003 1.706 0.01 0.00 -0.01 0.00
C -5.335 2.637 3.013 0.02 0.01 -0.02 0.00
C -4.382 1.655 3.190 -0.03 0.00 -0.02 0.00
H -3.539 0.910 0.003 0.02 -0.03 -0.03 0.00
H -5.259 2.699 -0.383 -0.01 0.01 -0.03 0.00
H -6.379 3.772 1.524 -0.02 0.02 -0.01 0.00
H -5.823 3.106 3.858 -0.02 0.00 0.02 0.00
```
Forces are in eV/Å.